<one>
Here is the molecule C2H8N6 from OMol25. Energies are from ωB97M-V/def2-TZVPD.

Atoms and positions in Å:
N  -1.086  -1.079  -0.386
N  -2.031  -0.642  0.521
N  2.163  0.617  0.139
N  0.997  -1.948  -0.094
N  -1.178  1.862  -0.306
N  0.774  0.423  0.087
C  0.291  -0.900  -0.112
C  0.080  1.676  0.040
H  -2.411  -1.327  1.036
H  -1.231  -1.949  -0.880
H  2.661  0.115  -0.587
H  -2.600  0.067  0.083
H  -1.393  2.881  -0.343
H  0.812  2.481  0.301
H  2.461  0.277  1.053
H  2.005  -1.827  0.042

Output
- SMILES: [H]/N=C(/NN)N(N)/C=N/[H]
- Gap between HOMO and LUMO: 9.7 eV
- Spin multiplicity: 1

Mulliken population analysis, charges in e, atoms 1 to 8:
1. N -0.08
2. N -0.52
3. N -0.96
4. N -0.70
5. N -0.53
6. N 0.38
7. C 0.38
8. C 0.05


<two>
Here is the molecule C2H8N6 from OMol25. Energies are from ωB97M-V/def2-TZVPD.

Atoms and positions in Å:
N  -2.321  -0.532  -0.651
N  -1.907  0.122  0.519
N  0.490  -1.719  0.422
N  0.859  1.876  -0.333
N  0.367  0.482  -0.142
N  2.428  -0.573  -0.221
C  -0.772  0.707  0.705
C  1.160  -0.514  0.025
H  -0.509  -1.624  0.214
H  -0.021  2.131  -0.806
H  0.717  -2.543  -0.471
H  2.702  0.486  -0.347
H  -0.397  1.069  1.817
H  0.787  2.407  0.565
H  -3.393  -0.072  -0.948
H  -1.619  -0.598  -1.567

Output
- SMILES: [H]/N=C(/N)N(N)/C=N\N
- Gap between HOMO and LUMO: 9.3 eV
- Spin multiplicity: 1

Mulliken population analysis, charges in e, atoms 1 to 8:
1. N -0.50
2. N -0.37
3. N -0.64
4. N -0.78
5. N 0.05
6. N -0.71
7. C 0.01
8. C 0.41


<three>
Here is a cluster of 2 separate species, C2H8N6 in total from OMol25. Energies are from ωB97M-V/def2-TZVPD.

Atoms and positions in Å:
N  0.999  -1.200  -1.273
N  0.531  -1.941  1.203
N  -0.015  -0.295  -0.332
N  0.053  0.221  2.003
N  -0.743  1.011  -2.040
N  -1.200  1.813  0.172
C  0.219  -0.616  1.035
C  -0.490  0.870  -0.788
H  1.406  -2.055  1.763
H  0.805  -0.219  -2.280
H  0.101  -2.082  -1.413
H  0.102  -0.307  2.925
H  -1.133  2.092  -2.003
H  -0.495  2.018  1.047
H  -1.378  2.775  -0.278
H  1.238  -2.084  0.261

Output
- Gap between HOMO and LUMO: 9.6 eV
- Spin multiplicity: 1

Mulliken population analysis, charges in e, atoms 1 to 8:
1. N -0.84
2. N -0.67
3. N 0.17
4. N -0.63
5. N -0.70
6. N -0.59
7. C 0.31
8. C 0.37


Most stable = <one>


<one>
Here is a cluster of 2 separate species, C5H15N2 in total from OMol25. Energies are from ωB97M-V/def2-TZVPD.

Atoms and positions in Å:
N  0.278  -1.694  0.717
N  -0.865  0.555  -0.478
C  0.278  -2.693  -0.365
C  -2.131  0.713  -0.518
C  0.011  1.666  -0.025
C  -0.179  2.978  -0.812
C  1.624  -1.182  1.096
H  -0.136  2.751  -1.889
H  -0.273  -0.850  0.381
H  2.153  -1.985  1.603
H  1.495  -0.339  1.806
H  1.025  1.286  -0.199
H  -0.126  1.851  1.041
H  2.140  -0.880  0.206
H  -2.609  1.607  -0.097
H  -0.753  -3.012  -0.500
H  -2.731  0.011  -1.052
H  -0.195  -2.057  1.559
H  0.620  3.670  -0.523
H  0.630  -2.250  -1.291
H  -1.159  3.424  -0.584
H  0.903  -3.570  -0.077

Output
- Charge: +1
- Gap between HOMO and LUMO: 10.9 eV
- Spin multiplicity: 1

Mulliken population analysis, charges in e, atoms 1 to 8:
1. N 0.01
2. N -0.40
3. C -0.87
4. C -0.35
5. C -0.36
6. C -1.14
7. C -0.98
8. H 0.34


<two>
Here is a cluster of 2 separate species, C5H15N2 in total from OMol25. Energies are from ωB97M-V/def2-TZVPD.

Atoms and positions in Å:
N  -0.704  0.222  0.005
N  0.442  -0.408  -0.610
C  0.689  -1.857  -0.298
C  -0.475  0.365  1.486
C  -1.904  -0.452  -0.422
C  -0.691  1.501  -0.667
C  2.578  0.746  -0.126
H  0.324  1.970  -0.459
H  -1.632  2.126  -0.375
H  3.220  -0.091  -0.169
H  2.443  1.361  -0.952
H  2.229  1.109  0.788
H  -1.660  -0.538  -1.511
H  0.396  -2.086  0.725
H  -1.100  -0.504  2.000
H  -1.881  -1.524  0.022
H  1.703  -2.111  -0.584
H  0.070  -2.589  -0.880
H  -2.836  0.089  -0.288
H  0.555  0.208  1.955
H  -1.063  1.123  2.082
H  -0.705  1.340  -1.721

Output
- Charge: +1
- Gap between HOMO and LUMO (alpha / beta): 7.5 / 9.8 eV
- Spin multiplicity: 1

Mulliken population analysis, charges in e, atoms 1 to 8:
1. N 0.38
2. N -0.57
3. C -0.85
4. C -0.83
5. C -0.81
6. C -0.78
7. C -0.77
8. H 0.28


<three>
Here is a cluster of 2 separate species, C5H15N2 in total from OMol25. Energies are from ωB97M-V/def2-TZVPD.

Atoms and positions in Å:
N  0.238  -0.336  1.219
N  1.163  -1.286  -1.213
C  -0.632  -1.133  0.488
C  -0.065  -0.306  2.604
C  0.870  3.938  -0.175
C  -1.097  -1.981  -1.968
C  -0.260  -1.114  -1.028
H  -0.080  4.233  -0.613
H  -1.704  -0.946  0.651
H  1.447  4.872  -0.215
H  -1.043  -0.722  2.847
H  0.725  3.954  0.913
H  -0.552  -2.208  0.768
H  0.093  0.707  2.987
H  -0.549  -0.075  -1.261
H  1.447  -2.238  -1.417
H  -1.027  -3.033  -1.702
H  1.437  3.097  -0.543
H  1.670  -1.060  -0.363
H  -2.087  -1.528  -2.027
H  -0.728  -1.892  -2.990
H  0.734  -0.942  3.038

Output
- Charge: +1
- Gap between HOMO and LUMO: 5.5 eV
- Spin multiplicity: 1

Mulliken population analysis, charges in e, atoms 1 to 8:
1. N -0.01
2. N -0.51
3. C -0.68
4. C -0.67
5. C -1.01
6. C -1.39
7. C 0.34
8. H 0.27


<four>
Here is the ion C5H15N2 with charge +1 from OMol25. Energies are from ωB97M-V/def2-TZVPD.

Atoms and positions in Å:
N  0.520  0.674  -1.300
N  1.405  -0.563  0.699
C  1.893  0.626  1.632
C  -1.115  -0.491  0.340
C  -1.968  0.734  -1.503
C  -0.772  -0.029  -1.106
C  0.152  -1.178  0.975
H  -1.973  1.751  -0.909
H  -2.921  0.147  -1.440
H  2.931  0.632  1.699
H  0.322  1.716  -1.095
H  0.426  -2.262  0.657
H  -1.744  -1.308  0.279
H  1.537  1.526  1.322
H  -2.101  0.803  -2.659
H  1.148  0.297  2.502
H  1.408  -0.097  -0.263
H  0.244  -1.247  2.064
H  2.179  -1.327  0.862
H  0.813  0.545  -2.177
H  -1.697  0.023  1.113
H  -0.686  -0.971  -1.692

Output
- SMILES: C[NH2+]CC[C@@H](C)N
- Charge: +1
- Gap between HOMO and LUMO: 11.3 eV
- Spin multiplicity: 1

Mulliken population analysis, charges in e, atoms 1 to 8:
1. N -0.55
2. N -0.19
3. C -0.70
4. C -0.99
5. C -1.27
6. C 0.24
7. C -0.92
8. H 0.33


Most stable = <one>


<one>
Here is a cluster of 2 separate species, C5H15N2 in total from OMol25. Energies are from ωB97M-V/def2-TZVPD.

Atoms and positions in Å:
N  -0.133  -2.353  -0.370
N  0.276  2.570  1.202
C  -0.824  2.446  0.235
C  0.254  1.512  2.200
C  -1.066  -2.057  0.434
C  0.874  -1.403  -0.890
C  0.694  -1.247  -2.391
H  0.296  0.484  1.792
H  -0.836  3.336  -0.388
H  1.854  -1.756  -0.577
H  -1.111  -1.070  0.878
H  -1.763  2.363  0.783
H  -0.223  -0.686  -2.585
H  -0.091  -3.281  -0.782
H  1.500  -0.673  -2.839
H  1.135  2.460  0.663
H  -0.730  1.560  -0.415
H  1.085  1.655  2.887
H  -1.812  -2.806  0.671
H  0.690  -0.454  -0.386
H  0.596  -2.203  -2.905
H  -0.664  1.601  2.783

Output
- Charge: +1
- Gap between HOMO and LUMO: 6.9 eV
- Spin multiplicity: 1

Mulliken population analysis, charges in e, atoms 1 to 8:
1. N 0.02
2. N -0.38
3. C -0.57
4. C -0.63
5. C -0.05
6. C 0.16
7. C -1.18
8. H 0.03


<two>
Here is a cluster of 2 separate species, C5H15N2 in total from OMol25. Energies are from ωB97M-V/def2-TZVPD.

Atoms and positions in Å:
N  0.622  -0.194  1.335
N  2.267  1.615  -0.044
C  -1.701  0.502  -0.596
C  -2.523  0.067  0.635
C  1.117  -0.556  0.182
C  2.067  0.277  -0.598
C  0.907  -1.930  -0.234
H  1.661  -2.462  0.430
H  2.867  -0.383  -0.539
H  0.853  0.725  1.569
H  0.033  -2.301  0.259
H  -2.042  -0.504  1.429
H  -2.262  0.521  -1.543
H  1.719  0.377  -1.665
H  1.283  -2.359  -1.135
H  3.167  1.730  0.485
H  2.122  2.319  -0.714
H  -0.850  -0.114  -0.697
H  -2.923  0.971  1.039
H  -3.325  -0.715  0.265
H  -1.312  1.528  -0.470
H  0.001  -0.668  1.960

Output
- Charge: +1
- Gap between HOMO and LUMO: 10.2 eV
- Spin multiplicity: 1

Mulliken population analysis, charges in e, atoms 1 to 8:
1. N -0.13
2. N -0.57
3. C -0.34
4. C -0.87
5. C 0.49
6. C -0.44
7. C -1.49
8. H 0.47


Most stable = <two>


<one>
Here is the ion C5H15N2 with charge +1 from OMol25. Energies are from ωB97M-V/def2-TZVPD.

Atoms and positions in Å:
N  0.078  -2.646  -0.847
N  0.457  -0.002  -1.471
C  -0.431  0.743  0.860
C  0.898  1.165  1.289
C  0.305  -1.652  0.197
C  -1.207  1.901  0.214
C  -0.406  -0.272  -0.303
H  1.305  0.488  -1.309
H  -1.400  -0.556  -0.606
H  1.607  0.368  1.808
H  0.708  -3.420  -0.644
H  0.911  1.932  2.068
H  -2.386  1.739  -0.026
H  -0.867  -3.039  -0.933
H  -0.610  2.169  -0.669
H  0.433  -0.860  -1.976
H  1.213  -1.185  0.399
H  -0.974  0.304  1.766
H  0.030  0.506  -2.233
H  -1.261  2.908  0.853
H  1.626  1.536  0.444
H  -0.028  -2.128  1.119

Output
- SMILES: CC(C)[C@@H]([NH3+])CN
- Charge: +1
- Gap between HOMO and LUMO: 10.8 eV
- Spin multiplicity: 1

Mulliken population analysis, charges in e, atoms 1 to 8:
1. N -0.60
2. N -0.16
3. C 0.77
4. C -1.46
5. C -0.83
6. C -1.23
7. C -0.76
8. H 0.31


<two>
Here is the ion C5H15N2 with charge +1 from OMol25. Energies are from ωB97M-V/def2-TZVPD.

Atoms and positions in Å:
N  0.238  -0.816  -1.197
N  0.142  0.729  0.834
C  0.794  -0.776  -2.552
C  1.324  -1.137  -0.167
C  1.119  -0.401  1.238
C  -1.216  0.681  1.314
C  -2.260  1.714  0.711
H  2.179  -0.490  1.533
H  -2.399  2.695  1.100
H  -1.749  -0.255  1.001
H  -3.097  0.965  0.947
H  0.436  -0.861  1.949
H  -2.048  1.776  -0.396
H  -1.061  0.670  2.431
H  -0.513  -1.516  -1.070
H  0.631  1.532  1.202
H  1.580  -0.020  -2.498
H  2.305  -0.791  -0.302
H  1.311  -2.182  -0.150
H  1.035  -1.724  -3.039
H  0.014  0.556  -0.239
H  0.153  -0.240  -3.190

Output
- SMILES: CC[NH2+]CCNC
- Charge: +1
- Gap between HOMO and LUMO: 11.2 eV
- Spin multiplicity: 1

Mulliken population analysis, charges in e, atoms 1 to 8:
1. N -0.40
2. N -0.08
3. C -1.00
4. C -0.74
5. C -0.60
6. C -0.66
7. C -0.91
8. H 0.38


<three>
Here is the ion C5H15N2 with charge +1 from OMol25. Energies are from ωB97M-V/def2-TZVPD.

Atoms and positions in Å:
N  1.852  0.495  0.630
N  -0.753  0.874  -0.459
C  1.132  -0.614  0.078
C  0.354  -0.151  -1.182
C  -2.032  -0.075  0.027
C  2.932  -0.025  1.584
C  -3.289  0.004  -0.769
H  -1.160  1.293  -1.374
H  3.171  0.890  2.138
H  1.115  0.315  -1.822
H  2.491  -0.754  2.366
H  -3.414  0.795  -1.573
H  -3.745  -0.985  -1.137
H  1.942  -1.265  -0.332
H  -1.982  0.361  1.113
H  -4.226  0.339  -0.257
H  3.865  -0.420  1.125
H  1.901  1.180  -0.168
H  0.563  -1.146  0.795
H  1.096  0.829  1.249
H  -1.593  -1.199  -0.161
H  -0.220  -0.740  -1.872

Output
- SMILES: CCNCC[NH2+]C
- Charge: +1
- Gap between HOMO and LUMO: 10.6 eV
- Spin multiplicity: 1

Mulliken population analysis, charges in e, atoms 1 to 8:
1. N -0.16
2. N -0.53
3. C -0.65
4. C -0.88
5. C -0.07
6. C -0.73
7. C -1.11
8. H 0.28


<four>
Here is the ion C5H15N2 with charge +1 from OMol25. Energies are from ωB97M-V/def2-TZVPD.

Atoms and positions in Å:
N  -0.518  -1.562  -0.657
N  -0.374  0.027  1.450
C  0.507  2.405  1.117
C  0.330  0.771  -0.759
C  -0.386  -0.345  -1.512
C  -0.312  1.206  0.566
C  0.748  -2.341  -0.427
H  0.722  -3.264  -0.983
H  -0.730  -1.144  0.298
H  -1.301  -2.175  -0.869
H  0.058  -0.589  -2.474
H  0.437  2.390  2.200
H  -0.817  0.211  2.347
H  1.398  0.572  -0.721
H  -1.298  1.642  0.405
H  0.128  3.326  0.689
H  1.598  -1.723  -0.706
H  0.871  -2.465  0.649
H  0.585  -0.143  1.770
H  -1.394  0.012  -1.729
H  0.236  1.662  -1.386
H  1.553  2.323  0.929

Output
- SMILES: C[NH2+]CC[C@H](C)N
- Charge: +1
- Gap between HOMO and LUMO: 11.5 eV
- Spin multiplicity: 1

Mulliken population analysis, charges in e, atoms 1 to 8:
1. N -0.05
2. N -0.67
3. C -1.45
4. C -0.76
5. C -0.87
6. C 0.38
7. C -0.87
8. H 0.38


Most stable = <four>


<one>
Here is a cluster of 2 separate species, C5H15N2 in total from OMol25. Energies are from ωB97M-V/def2-TZVPD.

Atoms and positions in Å:
N  -0.070  0.963  0.475
N  -0.513  -0.918  -1.542
C  0.320  -0.473  -2.704
C  -0.131  -2.260  -1.033
C  0.856  0.920  2.811
C  -0.710  2.041  0.631
C  0.183  0.152  1.691
H  -0.810  -2.548  -0.240
H  0.010  0.529  -2.983
H  -0.877  2.693  -0.226
H  -0.336  -0.186  -0.790
H  -1.107  2.362  1.593
H  -0.175  -2.983  -1.843
H  -0.759  -0.277  2.050
H  0.212  1.686  3.235
H  1.091  0.256  3.639
H  1.357  -0.450  -2.381
H  0.822  -0.677  1.394
H  0.886  -2.193  -0.651
H  1.771  1.411  2.473
H  0.199  -1.167  -3.525
H  -1.498  -0.845  -1.789

Output
- Charge: +1
- Gap between HOMO and LUMO: 11.2 eV
- Spin multiplicity: 1

Mulliken population analysis, charges in e, atoms 1 to 8:
1. N -0.40
2. N -0.01
3. C -0.87
4. C -0.88
5. C -1.25
6. C -0.37
7. C -0.28
8. H 0.35


<two>
Here is the ion C5H15N2 with charge +1 from OMol25. Energies are from ωB97M-V/def2-TZVPD.

Atoms and positions in Å:
N  1.983  1.802  -0.858
N  -1.439  -1.169  0.259
C  -0.625  -0.481  1.213
C  0.804  0.942  -1.055
C  -2.773  -0.418  0.184
C  1.085  -0.423  -0.624
C  0.872  -0.692  0.893
H  1.466  0.003  1.445
H  2.754  1.857  -1.573
H  -0.730  -0.797  2.237
H  -1.603  -2.084  0.691
H  0.483  -1.183  -1.094
H  2.490  1.609  -0.032
H  1.233  -1.804  1.121
H  -3.401  -0.663  -0.667
H  0.174  1.590  -0.445
H  -3.453  -0.464  1.140
H  2.024  -0.954  -0.915
H  -2.568  0.614  -0.067
H  1.783  2.793  -0.608
H  0.329  0.914  -1.982
H  -0.965  0.570  1.274

Output
- SMILES: CNCCCC[NH3+]
- Charge: +1
- Gap between HOMO and LUMO: 8.6 eV
- Spin multiplicity: 1

Mulliken population analysis, charges in e, atoms 1 to 8:
1. N -0.30
2. N -0.29
3. C -0.73
4. C -0.41
5. C -0.87
6. C -0.86
7. C -0.64
8. H 0.26


<three>
Here is the ion C5H15N2 with charge +1 from OMol25. Energies are from ωB97M-V/def2-TZVPD.

Atoms and positions in Å:
N  0.604  -0.470  -0.036
N  -1.503  -0.303  1.681
C  -0.380  -1.189  2.059
C  0.877  -0.598  1.435
C  0.595  0.922  -2.112
C  0.887  0.914  -0.619
C  -0.886  0.747  -2.433
H  -1.155  0.594  -3.474
H  -0.307  -1.267  3.145
H  -0.420  -0.559  -0.175
H  1.063  0.435  1.727
H  1.745  -1.188  1.706
H  -1.227  -0.211  -2.006
H  -1.321  0.625  2.059
H  -2.409  -0.539  2.077
H  0.993  1.845  -2.533
H  0.365  1.644  -0.006
H  1.962  1.020  -0.442
H  -1.499  1.456  -1.879
H  -0.628  -2.189  1.706
H  1.117  -1.096  -0.647
H  1.247  0.146  -2.533

Output
- SMILES: CCC[NH2+]CCN
- Charge: +1
- Gap between HOMO and LUMO: 11.3 eV
- Spin multiplicity: 1

Mulliken population analysis, charges in e, atoms 1 to 8:
1. N -0.06
2. N -0.55
3. C -0.58
4. C -0.54
5. C -0.45
6. C -0.76
7. C -1.13
8. H 0.37


<four>
Here is the ion C5H15N2 with charge +1 from OMol25. Energies are from ωB97M-V/def2-TZVPD.

Atoms and positions in Å:
N  1.617  -0.946  -0.453
N  -0.603  0.325  0.063
C  -1.791  0.228  1.058
C  0.460  1.146  0.532
C  1.668  -0.696  -1.876
C  1.815  0.270  0.512
C  -3.033  -0.343  0.428
H  0.540  1.899  -0.184
H  -2.032  1.373  1.270
H  -3.252  0.240  -0.499
H  1.863  0.114  1.556
H  -3.872  -0.333  1.137
H  2.644  -0.500  -2.186
H  0.382  1.629  1.535
H  -0.850  0.592  -0.893
H  0.979  0.088  -2.200
H  2.640  0.965  -0.025
H  -1.326  -0.153  1.958
H  1.168  -1.479  -2.520
H  -2.858  -1.418  0.146
H  2.195  -1.708  -0.171
H  -0.025  -0.590  -0.120

Output
- SMILES: CC[NH2+]CCNC
- Charge: +1
- Gap between HOMO and LUMO: 10.9 eV
- Spin multiplicity: 1

Mulliken population analysis, charges in e, atoms 1 to 8:
1. N -0.44
2. N -0.18
3. C -0.35
4. C -0.85
5. C -0.97
6. C -0.46
7. C -1.15
8. H 0.36


Most stable = <three>